{"formula": "C3H13N3P", "method": "ωB97M-V with the def2-TZVPD basis set", "orbital_gap_ha": 0.3624, "homo_ev": -12.76, "multiplicity": 1, "relative_energy_kj_mol": 367.3, "largest_force_ev_per_a": 5.3, "e_tot_ev": -17071.452, "total_charge": 1, "symbols": ["H", "N", "P", "H", "H", "C", "H", "H", "C", "H", "H", "H", "N", "N", "C", "H", "H", "H", "H", "H"], "coordinates": [[2.06781, -0.88473, 1.01339], [-1.37064, -0.52548, -0.54387], [-2.37197, 0.37254, 0.66537], [-1.20671, -2.47302, -0.84827], [0.57039, -1.59308, 0.23519], [-0.25110, 0.38310, -0.96783], [0.25766, -0.17894, -1.86212], [-3.02490, -0.73840, 0.91388], [0.67530, 0.55681, 0.22932], [2.19485, -0.82947, -0.57560], [-0.71426, 1.23610, -1.25324], [-1.24009, -2.15648, 0.79106], [1.51638, -0.84029, 0.22455], [-0.90028, -1.82187, -0.09108], [1.60304, 1.78916, 0.34506], [-3.48539, 0.65629, -0.21566], [1.47323, 2.47431, -0.45106], [2.69278, 1.62973, -0.05317], [-0.06246, 0.59748, 1.15087], [1.57637, 2.34625, 1.29321]], "mulliken_charge": [0.30, -0.17, -0.06, 0.26, 0.49, -0.83, 0.32, 0.04, 0.47, 0.34, 0.47, 0.32, -0.40, -0.54, -1.30, 0.12, 0.37, 0.30, 0.19, 0.31]}